{
  "formula": "C49H125O31P3",
  "method": "ωB97M-V/def2-TZVPD",
  "e_homo_ev": -9.07,
  "lumo_ev": 0.4,
  "energy_ev": -144167.246,
  "gap_ev": 9.42,
  "species": ["C", "O", "P", "O", "O", "C", "O", "C", "H", "H", "H", "H", "H", "H", "H", "H", "H", "C", "O", "P", "O", "O", "C", "O", "C", "H", "H", "H", "H", "H", "H", "H", "H", "H", "C", "O", "P", "O", "O", "C", "O", "C", "H", "H", "H", "H", "H", "H", "H", "H", "H", "C", "O", "C", "C", "O", "C", "H", "H", "H", "H", "H", "H", "H", "H", "H", "H", "C", "O", "C", "C", "O", "C", "H", "H", "H", "H", "H", "H", "H", "H", "H", "H", "C", "O", "C", "C", "O", "C", "H", "H", "H", "H", "H", "H", "H", "H", "H", "H", "C", "O", "C", "C", "O", "C", "H", "H", "H", "H", "H", "H", "H", "H", "H", "H", "C", "O", "C", "C", "O", "C", "H", "H", "H", "H", "H", "H", "H", "H", "H", "H", "C", "O", "C", "C", "O", "C", "H", "H", "H", "H", "H", "H", "H", "H", "H", "H", "C", "O", "C", "C", "O", "C", "H", "H", "H", "H", "H", "H", "H", "H", "H", "H", "C", "O", "C", "C", "O", "C", "H", "H", "H", "H", "H", "H", "H", "H", "H", "H", "C", "O", "C", "C", "O", "C", "H", "H", "H", "H", "H", "H", "H", "H", "H", "H", "C", "C", "C", "O", "C", "H", "H", "H", "H", "H", "H", "H", "H"],
  "xyz": [[-47.33366, 9.57939, -13.24012], [-47.13151, 10.58261, -14.21870], [-46.56556, 12.02335, -13.69949], [-47.59503, 12.66957, -12.84405], [-45.13306, 11.54633, -13.00739], [-44.22328, 12.57588, -12.70682], [-46.10830, 12.82668, -15.00734], [-46.91440, 12.90772, -16.18567], [-48.36240, 9.22171, -13.19711], [-47.11942, 9.97433, -12.24704], [-46.57738, 8.82058, -13.44107], [-44.42887, 13.53430, -13.18353], [-43.20585, 12.21026, -12.84554], [-44.12398, 12.79011, -11.64270], [-46.61506, 13.83070, -16.68228], [-47.96775, 13.09732, -15.97925], [-46.83944, 12.02046, -16.81435], [-50.71658, 18.02612, -9.66132], [-50.05463, 16.84315, -9.26217], [-48.99906, 16.92429, -8.03333], [-48.25962, 18.20983, -7.90728], [-48.08670, 15.67425, -8.31796], [-47.11084, 15.49931, -9.40178], [-49.90922, 16.56002, -6.77142], [-50.84041, 15.46362, -6.68482], [-50.01102, 18.59445, -10.26737], [-50.93653, 18.74837, -8.87515], [-51.62664, 17.93171, -10.25376], [-47.46227, 14.77957, -10.14108], [-46.40529, 15.00933, -8.73080], [-46.62665, 16.38736, -9.80803], [-51.87628, 15.78948, -6.77915], [-50.59572, 14.97629, -5.74104], [-50.81002, 14.89245, -7.61270], [-37.10335, 16.01105, -10.50613], [-36.57469, 16.66931, -11.65609], [-37.26464, 17.97043, -12.22394], [-38.77776, 17.89782, -12.24159], [-36.65949, 18.28866, -13.65177], [-36.83130, 17.34892, -14.74020], [-36.85928, 19.24920, -11.26567], [-37.23799, 20.59514, -11.55137], [-36.55927, 16.17233, -9.57550], [-37.05336, 14.92355, -10.56023], [-38.12302, 16.24623, -10.20105], [-36.97060, 17.91305, -15.66241], [-37.72485, 16.73631, -14.62030], [-35.91341, 16.76799, -14.83019], [-36.45195, 21.27268, -11.88480], [-37.86551, 20.96656, -10.74121], [-37.93775, 20.69180, -12.38149], [-47.16452, 11.80736, -6.43764], [-46.44935, 12.35277, -5.30803], [-47.12230, 12.65394, -4.11387], [-47.80778, 14.01065, -4.06699], [-48.56580, 14.21838, -2.91948], [-47.83370, 14.51064, -1.65778], [-46.53409, 11.64242, -7.31139], [-47.89332, 12.55671, -6.74655], [-47.84797, 11.01597, -6.12993], [-46.37393, 12.64378, -3.32144], [-47.85139, 11.94521, -3.72116], [-48.53824, 14.09855, -4.87123], [-46.98291, 14.71293, -4.18741], [-48.41909, 14.35237, -0.75203], [-47.51196, 15.55198, -1.67263], [-46.93277, 13.92704, -1.46851], [-37.32355, 8.26672, -18.00495], [-37.27633, 8.51751, -16.58241], [-38.59288, 8.65320, -16.04753], [-38.54870, 8.40870, -14.45453], [-39.78634, 8.03511, -14.00546], [-39.81884, 7.48290, -12.69348], [-37.76490, 7.28576, -18.18112], [-36.29812, 8.17296, -18.36242], [-37.85205, 9.01302, -18.59809], [-39.27253, 7.90334, -16.45235], [-38.84663, 9.69928, -16.21911], [-38.21790, 9.23892, -13.83051], [-37.81480, 7.62369, -14.27219], [-39.20312, 8.04203, -11.98894], [-39.45409, 6.45593, -12.67370], [-40.81791, 7.36854, -12.27291], [-38.14520, 7.77535, -7.46182], [-37.36444, 8.73796, -6.67253], [-38.18412, 9.87954, -6.38624], [-37.34928, 10.94653, -5.64657], [-37.69399, 12.32466, -6.12139], [-36.90311, 12.68270, -7.20502], [-38.77193, 7.20456, -6.77662], [-37.47782, 7.11676, -8.01768], [-38.67511, 8.14554, -8.33946], [-39.00192, 9.54192, -5.74960], [-38.71422, 10.37132, -7.20186], [-36.28441, 10.71620, -5.61341], [-37.58384, 10.99774, -4.58334], [-37.23775, 13.65956, -7.55412], [-37.31134, 12.00362, -7.95357], [-35.86815, 12.71519, -6.86457], [-31.48594, 10.61353, -8.89538], [-32.65746, 9.84685, -9.22304], [-33.93004, 10.25751, -8.74368], [-35.11818, 9.33284, -9.17307], [-35.36707, 9.31288, -10.52811], [-36.27791, 8.30437, -10.89511], [-31.58390, 11.57599, -9.39756], [-30.66475, 10.13487, -9.42889], [-31.27451, 10.73413, -7.83290], [-34.10187, 11.25237, -9.15455], [-33.96602, 10.50959, -7.68384], [-35.96959, 9.58646, -8.54151], [-34.84829, 8.30791, -8.91851], [-37.25094, 8.54078, -10.46449], [-35.99972, 7.29244, -10.60062], [-36.42749, 8.37062, -11.97276], [-39.64092, 14.02905, -12.92077], [-40.81063, 14.58641, -13.42470], [-41.04884, 15.97388, -13.13748], [-41.24763, 16.32530, -11.64183], [-42.26647, 15.57934, -11.00431], [-43.60484, 15.88974, -11.35243], [-39.57623, 13.04718, -13.38964], [-39.61828, 13.95437, -11.83357], [-38.81351, 14.62445, -13.30678], [-41.90608, 16.18912, -13.77537], [-40.13406, 16.48064, -13.44484], [-41.50494, 17.36286, -11.42891], [-40.30121, 15.99638, -11.21263], [-43.93627, 16.89854, -11.10632], [-44.11182, 15.12218, -10.76769], [-43.82289, 15.64621, -12.39226], [-42.21899, 8.25575, -6.80642], [-43.38360, 7.42329, -6.61782], [-44.08313, 6.96955, -7.75690], [-44.82753, 8.04628, -8.56195], [-44.02091, 9.08622, -9.00796], [-43.46317, 8.99076, -10.32154], [-41.41550, 7.65793, -7.23667], [-41.88043, 8.41581, -5.78277], [-42.47727, 9.17500, -7.33214], [-44.88818, 6.30146, -7.45087], [-43.37331, 6.43328, -8.38670], [-45.44519, 8.57233, -7.83404], [-45.59532, 7.67450, -9.24048], [-42.61233, 8.31781, -10.42791], [-43.04633, 9.97344, -10.54215], [-44.19399, 8.82579, -11.11324], [-45.82133, 11.24608, 1.31244], [-45.26211, 10.04506, 1.05446], [-44.72317, 9.77151, -0.25845], [-43.71852, 10.80362, -0.74142], [-44.45344, 11.87283, -1.35477], [-43.58326, 12.87753, -1.91977], [-46.58202, 11.41307, 0.54984], [-45.07298, 12.03837, 1.33108], [-46.28278, 11.28808, 2.29905], [-45.49306, 9.66512, -1.02266], [-44.31725, 8.76361, -0.17210], [-42.99735, 10.24980, -1.34248], [-42.96080, 11.19770, -0.06418], [-43.18377, 12.47619, -2.85113], [-42.65222, 12.96735, -1.36013], [-44.14111, 13.80399, -2.05603], [-43.22130, 17.21853, -7.30912], [-41.83048, 17.21773, -7.54729], [-41.31610, 18.53857, -7.75968], [-39.84550, 18.78461, -8.24683], [-38.85672, 18.66796, -7.11482], [-38.59289, 17.40410, -6.52126], [-43.68925, 16.24270, -7.17913], [-43.69493, 17.67100, -8.18036], [-43.46031, 17.75728, -6.39220], [-41.46518, 19.18294, -6.89326], [-41.93528, 19.02082, -8.51608], [-39.68103, 19.81202, -8.57166], [-39.66375, 18.17145, -9.12949], [-38.11154, 16.77909, -7.27342], [-39.44770, 17.09396, -5.92024], [-37.87276, 17.52425, -5.71190], [-41.98693, 14.92207, -4.18425], [-41.60639, 14.57082, -2.85446], [-40.16011, 14.90115, -2.47190], [-39.19747, 13.76390, -2.73771], [-37.95508, 14.22878, -2.15015], [-36.87518, 13.35064, -2.49812], [-41.70155, 15.90881, -4.54895], [-42.96899, 14.63552, -4.56046], [-41.43971, 14.31172, -4.90267], [-40.22567, 14.97331, -1.38627], [-40.01013, 15.84230, -3.00090], [-39.14701, 13.60006, -3.81414], [-39.65568, 12.96019, -2.16135], [-37.05515, 12.27576, -2.47948], [-36.11781, 13.70287, -1.79782], [-36.36827, 13.58496, -3.43419], [-42.19023, 13.31207, -7.93873], [-42.13562, 12.30778, -9.10547], [-40.71418, 11.84108, -8.99945], [-39.98589, 12.96729, -8.59059], [-40.73703, 13.88227, -7.78267], [-42.43667, 12.85029, -6.98263], [-42.88392, 14.10546, -8.21699], [-42.32990, 12.86448, -10.02223], [-42.88046, 11.51455, -9.04156], [-40.32381, 11.35696, -9.89463], [-40.57505, 11.12349, -8.19085], [-40.64208, 14.91780, -8.10944], [-40.44056, 13.78619, -6.73817]],
  "forces_ev_per_angstrom": [[0.6, 0.0, 0.9], [0.7, 1.8, -0.5], [-0.7, -1.5, 0.6], [1.6, -0.1, -0.6], [-2.4, 0.7, -1.2], [1.5, 0.6, 1.2], [-0.1, -1.0, 0.9], [-0.7, 0.8, -0.2], [0.1, -0.1, -0.5], [0.0, 0.0, 0.1], [-0.4, -0.4, 0.0], [0.2, -0.3, -0.4], [0.0, 0.1, -1.1], [-1.0, -0.1, 0.4], [0.4, -0.4, -0.3], [-0.1, -0.3, 0.5], [0.3, 0.1, 0.1], [0.6, 2.0, -0.6], [0.0, -0.4, 0.5], [-0.1, 1.2, -0.5], [-1.1, -1.4, 0.0], [-0.9, 0.2, -0.4], [0.4, -0.9, 2.0], [0.7, 0.4, -0.4], [0.1, 0.4, -1.1], [0.0, 0.0, -0.3], [-0.1, -0.5, 0.6], [0.1, -1.0, 0.2], [-0.3, 0.4, 0.0], [0.9, -0.3, -1.0], [-0.7, 0.3, 0.1], [0.0, 0.7, 0.9], [-0.4, -0.4, -0.4], [0.8, -0.8, 0.4], [-0.4, -1.0, 1.8], [0.3, 0.5, 0.1], [-4.0, 2.3, 0.8], [2.4, -0.4, -0.1], [0.4, -0.4, 0.5], [0.1, 0.2, -0.2], [1.0, -1.6, -1.2], [-1.5, 0.3, -0.9], [0.7, 0.8, -0.4], [0.0, 0.0, -1.0], [-0.2, 0.4, -0.9], [0.1, 0.2, 0.2], [0.1, -0.1, 0.3], [-0.2, -0.2, 0.1], [0.6, -0.4, 0.8], [0.7, 0.1, 0.4], [-0.2, -0.7, -0.3], [-1.4, 1.7, 1.2], [0.5, -0.6, -0.9], [-0.3, -0.2, 1.0], [0.6, -0.1, -0.7], [0.3, 0.0, 2.8], [0.1, 0.2, -1.1], [0.3, -0.4, 0.6], [0.0, 0.4, -0.4], [0.6, -0.8, -0.1], [0.4, 0.0, -0.1], [-0.3, -0.7, -0.7], [0.2, 0.2, -0.3], [-0.2, 0.7, -0.1], [-0.7, -0.1, -0.6], [-0.1, 0.2, -0.1], [0.1, -0.4, -0.6], [0.5, -0.6, 0.8], [-0.4, -0.4, -0.8], [1.1, 0.4, 2.2], [1.4, 0.0, -1.3], [-2.3, -0.8, 0.7], [0.4, -0.4, -0.1], [-0.4, -0.1, 0.0], [0.0, 0.3, 0.2], [-0.1, 0.3, 0.3], [-0.2, 0.2, -0.1], [-0.9, -0.1, -0.2], [0.3, 0.7, -0.5], [0.2, -0.4, -0.2], [0.0, 0.3, 0.0], [0.4, -0.2, -0.3], [-0.3, 0.7, -0.5], [1.3, 0.0, 0.3], [-1.5, 0.0, -1.9], [0.5, 0.1, 1.2], [-1.2, 1.5, 0.2], [0.1, -1.9, 2.5], [-1.3, 0.2, -0.4], [-0.2, 0.0, -0.2], [0.6, -0.3, 0.8], [-0.6, 1.0, 0.5], [-0.1, 0.0, 0.3], [0.5, -0.2, -0.8], [0.2, 0.2, -0.8], [-0.4, -0.1, 0.0], [0.2, 0.2, 0.2], [1.5, -0.2, -1.0], [0.3, -0.3, -0.9], [-1.1, 0.0, -1.2], [0.1, -1.0, 0.6], [-0.3, 1.0, -1.1], [2.0, -0.4, 1.5], [0.0, 0.4, -1.1], [-0.5, 0.8, -0.3], [0.0, 0.5, 0.3], [0.0, -0.3, 0.4], [-0.2, -0.2, 0.1], [-0.4, 0.3, -0.5], [0.1, -0.9, 0.5], [-0.3, 0.3, -0.1], [0.2, -0.3, 0.6], [-0.3, -0.2, 0.3], [0.3, 0.0, 0.1], [0.3, -0.2, 0.0], [0.1, 0.1, -0.6], [-1.5, 0.2, 0.4], [0.3, -0.4, 0.0], [-0.4, -1.0, -0.7], [0.0, -0.3, 0.1], [0.6, -1.4, 0.2], [0.1, -0.1, 0.3], [0.1, -0.1, 0.1], [0.6, 0.1, 0.3], [0.1, 0.4, 0.1], [-0.3, 0.6, -0.2], [0.8, 0.4, -0.5], [-0.2, 0.5, 0.6], [0.2, 0.2, 0.1], [-0.7, 0.4, 0.1], [0.1, 0.3, -0.3], [-0.8, -1.0, 0.7], [-0.4, 0.4, 0.1], [0.1, 0.4, -0.9], [-0.4, 0.4, 2.0], [0.7, 0.4, -1.8], [0.2, 0.8, 0.2], [0.0, 0.1, -0.7], [-0.1, 0.5, 0.0], [0.4, -0.1, 0.0], [0.3, -0.3, 0.4], [0.0, -0.3, -0.3], [-0.2, -0.1, 0.4], [0.5, -0.4, -0.7], [-0.2, -0.5, 0.3], [0.0, 0.1, 0.1], [-0.3, -0.4, 0.2], [-0.7, 1.7, -0.3], [1.3, -3.0, -0.4], [-0.1, 0.6, 1.4], [-0.1, 0.0, -0.4], [1.0, -0.1, 0.1], [0.1, -1.6, 0.0], [-0.3, 0.8, 0.0], [0.0, 0.4, -0.4], [-0.1, -0.5, 0.0], [-0.4, 0.4, 0.0], [0.4, 0.2, 0.2], [-0.3, 0.0, -1.5], [-0.6, 0.3, 1.1], [-0.4, 0.3, -0.5], [-0.4, 0.5, 0.7], [0.2, -0.1, 0.1], [-0.2, 0.6, -0.2], [1.4, -0.3, 0.1], [0.0, 1.1, -0.5], [0.1, -1.5, 2.4], [-0.8, 0.6, -1.5], [0.0, 1.0, 0.1], [0.8, -0.4, -0.2], [-0.4, 0.3, 0.1], [-0.1, 0.4, 0.0], [0.0, -0.2, 0.5], [-0.2, 0.0, -0.4], [-0.5, 0.0, 0.3], [0.6, -0.5, 0.2], [-0.6, -0.8, 0.2], [-0.5, -0.9, -0.8], [0.5, 0.6, -0.3], [1.7, -1.0, -1.2], [1.0, 0.4, 0.0], [-3.0, -0.1, -0.7], [-0.3, 1.7, 0.3], [-0.8, -1.8, -1.4], [1.0, 1.6, 0.6], [-0.4, 0.6, 0.7], [-0.7, 0.4, 1.4], [0.7, -0.4, 0.0], [0.0, 0.6, -0.1], [0.8, 0.0, 0.3], [0.4, -0.5, 0.0], [0.5, -0.7, -0.3], [-0.4, 0.1, 0.4], [0.2, -0.9, 0.4], [-0.7, 0.1, -0.7], [0.1, 0.8, 0.0], [-0.3, 0.4, 0.5], [-0.1, -0.3, 0.7], [1.9, 1.2, -0.8], [-1.4, -1.6, -0.6], [-0.5, -0.1, -0.2], [-0.2, 0.0, 0.5], [0.3, 0.0, -0.2], [0.0, 0.0, 0.2], [0.3, 0.5, -0.2], [-0.5, -0.6, 0.1], [0.2, -0.2, -0.2], [0.3, 0.1, 0.0]]
}